No. 1
Molecular formula: C17H25F8GaNO2S2
Method: DFT, ωB97M-V/def2-TZVPD

* net charge: -1
* frontier orbital gap: 7.04 eV
* calculated total energy: -119398.429 eV
* F_max: 5.996 eV/Å
* E_HOMO: -5.0658 eV
* 2S+1: 1
* energy above the lowest of the compared OMol25 structures with the same formula, charge and spin: 226.9 kcal/mol

CARTESIAN COORDINATES (ANGSTROEM)
C 2.4690 5.9359 -1.0812
C 2.1419 4.9485 -2.3638
S 0.5493 5.3386 -3.2648
C -0.7286 3.9823 -3.0939
Ga 0.0306 2.0814 -2.8155
S -1.5273 0.5988 -3.7563
C 1.8159 1.6937 -3.7810
C 2.4208 0.1680 -3.4981
C 3.3924 0.0822 -2.1805
C 4.7820 0.9344 -2.3803
O 5.3861 1.0811 -1.0338
C 0.0381 1.7031 -0.7778
C -0.8071 0.3610 -0.2492
C -0.8322 0.1016 1.3909
C -0.0193 1.1828 2.3150
N 0.7636 2.3836 1.8662
C 0.7639 2.6065 0.3804
H 2.6716 7.0465 -1.3876
H 3.4865 5.5286 -0.6090
H 1.6568 5.7949 -0.2449
H 3.0239 5.1366 -3.1460
H 2.2466 3.8509 -1.9730
H -1.4389 3.9511 -4.0530
H -1.4478 4.2331 -2.1804
H -1.1779 -0.6653 -3.1809
H 1.5751 1.7090 -4.9500
H 2.6616 2.4857 -3.6199
H 1.5104 -0.5668 -3.4968
H 3.0582 -0.0991 -4.4708
H 2.7657 0.4014 -1.2200
H 3.7011 -1.0379 -2.0046
H 4.6367 2.0213 -2.7997
H 5.4580 0.3604 -3.1488
H 4.6060 1.3218 -0.4420
H -1.4003 -0.3594 -0.9741
H -1.4173 -0.7893 1.9089
H -0.0698 0.9963 3.4938
H 1.3462 3.5746 -0.0073
C -3.9405 -3.3059 4.1867
C -3.7469 -3.1576 2.6689
C -4.2736 -4.3137 1.8250
F -3.7412 -5.5039 2.1670
F -3.9665 -4.1252 0.5119
F -2.4320 -2.9102 2.4171
F -4.4103 -2.0190 2.2879
O -2.8426 -3.8550 4.9239
C -2.7347 -5.2795 4.8860
C -1.5299 -5.7758 4.0746
F -1.4890 -5.2334 2.8320
F -1.5759 -7.1246 3.9057
F -3.9117 -5.7908 4.4595
F -2.6070 -5.6773 6.1850
H -4.0481 -2.2893 4.5851
H -4.8876 -3.7990 4.4387
H -5.3624 -4.3911 1.8979
H -0.5918 -5.5261 4.5768

=====

No. 2
Molecular formula: C17H25FN6
Method: DFT, ωB97M-V/def2-TZVPD

* frontier orbital gap: 9.69 eV
* calculated total energy: -29691.803 eV
* F_max: 1.622 eV/Å
* E_HOMO: -9.0599 eV
* 2S+1: 1
* SMILES: CCC[C@@H](c1nnnn1Cc1ccc(F)cc1)N1CCN(C)CC1
* energy above the lowest of the compared OMol25 structures with the same formula, charge and spin: 0.0 kcal/mol

CARTESIAN COORDINATES (ANGSTROEM)
C -3.0275 -3.6695 0.0113
C -2.0665 -3.1344 -1.0438
C -2.0312 -1.6045 -1.1005
H -1.3460 -1.2892 -1.8907
H -3.0320 -1.2548 -1.3578
C -1.6017 -0.9415 0.2218
C -0.4359 -1.6755 0.7847
N -0.4487 -2.4637 1.8357
N 0.7770 -2.9564 1.9525
N 1.5378 -2.5183 1.0414
N 0.8179 -1.6968 0.2707
C 1.3664 -1.0006 -0.8675
C 2.7701 -0.5456 -0.5643
C 3.8209 -1.4540 -0.6076
C 5.1073 -1.0556 -0.2970
C 5.3277 0.2632 0.0576
C 4.3002 1.1866 0.1124
C 3.0185 0.7699 -0.1987
H 2.2034 1.4768 -0.1574
H 4.5076 2.2060 0.3967
F 6.5804 0.6619 0.3557
H 5.9322 -1.7492 -0.3235
H 3.6291 -2.4816 -0.8733
H 0.7061 -0.1529 -1.0687
H 1.3695 -1.6834 -1.7254
N -1.2378 0.4689 0.0457
C -2.3057 1.2547 -0.5565
C -1.8631 2.7040 -0.7237
N -1.5477 3.2778 0.5673
C -1.2331 4.6857 0.4776
H -1.0417 5.0705 1.4780
H -0.3515 4.8867 -0.1520
H -2.0878 5.2140 0.0581
C -0.4737 2.5150 1.1667
C -0.9025 1.0635 1.3354
H -1.7679 1.0272 2.0175
H -0.0855 0.4993 1.7911
H 0.4418 2.5603 0.5472
H -0.2441 2.9353 2.1483
H -0.9928 2.7401 -1.4063
H -2.6777 3.2760 -1.1738
H -3.2146 1.2285 0.0668
H -2.5386 0.8513 -1.5421
H -2.4211 -1.0446 0.9552
H -2.3737 -3.4953 -2.0287
H -1.0674 -3.5314 -0.8518
H -3.1182 -4.7489 -0.0814
H -4.0148 -3.2298 -0.1134
H -2.6636 -3.4457 1.0106

=====

No. 3
Molecular formula: C17H25I2LaNO3S2V
Method: DFT, ωB97M-V/def2-TZVPD

* net charge: +4
* frontier orbital gap (alpha / beta): 4.41 / 4.95 eV
* calculated total energy: -90043.854 eV
* F_max: 10.507 eV/Å
* E_HOMO (alpha / beta): -20.4627 / -20.4626 eV
* 2S+1: 3
* expectation value of S²: 2.0578

CARTESIAN COORDINATES (ANGSTROEM)
I 0.2813 -0.3175 -4.5243
I 2.2321 -1.7482 -5.9322
V 0.8615 -0.8726 -2.1199
La -0.4662 -0.8015 0.6452
S -1.1039 -2.0091 -1.6969
S 0.2887 0.9551 -1.1013
C 0.2997 -2.8547 2.6517
C -0.9218 -3.9442 -1.7941
C 0.8824 2.6929 -1.5295
C -0.1842 -4.3360 -3.0603
C -0.2474 -4.4918 -0.5330
C -2.3774 -4.4218 -1.8692
C 1.1814 2.8846 -3.0102
C 2.1341 2.8878 -0.6867
C -0.3217 3.5449 -1.1333
C 1.8512 -2.0724 -1.0854
C 2.5240 -0.1678 -2.7831
O 0.6507 -3.7163 3.3288
O 2.5476 -2.7341 -0.3859
O 3.5825 0.2685 -2.9865
H 0.8822 -4.0848 -3.0379
H -0.6276 -3.8532 -3.9371
H -0.2695 -5.4256 -3.1799
H 0.7380 -4.0476 -0.3448
H -0.0793 -5.5727 -0.6670
H -0.8809 -4.3354 0.3587
H -2.9159 -4.1879 -0.9447
H -2.4243 -5.5089 -2.0299
H -2.8823 -3.9260 -2.7071
H 1.4248 3.9409 -3.2048
H 0.3112 2.6283 -3.6232
H 2.0364 2.2856 -3.3347
H 2.4871 3.9283 -0.7232
H 2.9401 2.2390 -1.0564
H 1.9755 2.6300 0.3662
H -0.1495 4.6081 -1.3172
H -0.5907 3.4262 -0.0750
H -1.1914 3.2341 -1.7232
C -1.2890 3.5238 5.9850
C -1.0988 2.6695 4.7588
C -1.8974 1.5490 4.5247
C -1.6968 0.7586 3.3958
N -0.7271 1.0267 2.4767
C 0.0392 2.1408 2.6790
C -0.1075 2.9594 3.8028
H -2.3395 3.8025 6.1049
H -0.9879 3.0011 6.8990
H -0.7072 4.4463 5.9179
H -2.6922 1.2932 5.2286
H -2.3171 -0.1079 3.1867
H 0.7928 2.3726 1.9003
H 0.5499 3.8406 3.9272

=====

No. 4
Molecular formula: C17H25N3
Method: DFT, ωB97M-V/def2-TZVPD

* frontier orbital gap: 8.97 eV
* calculated total energy: -22502.421 eV
* F_max: 5.388 eV/Å
* E_HOMO: -8.3011 eV
* 2S+1: 1
* SMILES: Cc1ccc(C2=NCCN=C(NC(C)(C)C)C2)c(C)c1
* energy above the lowest of the compared OMol25 structures with the same formula, charge and spin: 85.0 kcal/mol

CARTESIAN COORDINATES (ANGSTROEM)
N -1.3865 1.8421 1.1913
N -1.7419 -1.3487 1.0557
C -0.6639 1.4901 0.2147
C -1.3057 -1.0418 -0.1730
C 0.7700 3.0715 -1.1824
C 1.9167 3.7944 -1.3641
C 2.7307 3.0103 0.7532
C 0.5358 2.2708 0.0352
C 2.9245 3.7655 -0.3666
C 1.5593 2.3224 0.9799
N -1.0884 -1.9878 -1.1063
C -1.0837 0.4110 -0.6844
C 4.3944 4.4066 -0.5467
C 1.5949 1.3521 2.1546
C -0.0681 -3.9047 0.0059
C -2.5452 -3.8150 -0.4992
C -0.9737 -3.9692 -2.3426
C -2.4920 0.9106 1.6481
C -2.0019 -0.3908 2.1545
C -1.1041 -3.4324 -0.9850
H 0.0318 3.1370 -1.9967
H 2.0578 4.4629 -2.2181
H 3.5963 2.9083 1.3970
H -0.5013 -1.6344 -1.8840
H -0.3204 0.2520 -1.4507
H -2.0854 0.6925 -1.0777
H 4.1609 5.4518 -0.7794
H 5.0362 4.4190 0.3996
H 4.8932 3.8562 -1.4320
H 2.4633 1.5409 2.7566
H 0.7217 1.5202 2.9227
H 1.5741 0.2913 1.7738
H 0.9624 -3.8684 -0.3515
H -0.1815 -4.9665 0.2703
H -0.4028 -3.4165 0.8701
H -3.2204 -3.0680 -0.8670
H -2.8589 -4.7532 -0.8932
H -2.6570 -3.7902 0.6231
H -1.8360 -3.7446 -2.9959
H -0.0375 -3.6438 -2.6881
H -0.9924 -5.0179 -2.2456
H -3.2097 0.4994 0.9847
H -3.1495 1.2451 2.4262
H -1.1968 -0.3232 2.8755
H -2.8195 -0.8067 2.6377

=====

No. 5
Molecular formula: C17H25N3O
Method: DFT, ωB97M-V/def2-TZVPD

* frontier orbital gap: 9.31 eV
* calculated total energy: -24554.225 eV
* F_max: 0.706 eV/Å
* E_HOMO: -8.4322 eV
* 2S+1: 1
* SMILES: CCCCCn1c(CNC(=O)CCC)nc2ccccc21
* energy above the lowest of the compared OMol25 structures with the same formula, charge and spin: 3.8 kcal/mol

CARTESIAN COORDINATES (ANGSTROEM)
C -2.7030 2.1119 2.0180
C -2.9011 0.7274 2.6245
C -1.5782 0.0333 2.9525
C -0.8691 -0.4820 1.7030
C 0.5185 -1.0366 2.0374
N 1.1736 -1.5703 0.8713
C 1.8554 -0.8895 -0.0984
N 2.2799 -1.6521 -1.0686
C 1.8645 -2.9195 -0.7550
C 2.0399 -4.1205 -1.4327
C 1.5006 -5.2567 -0.8689
C 0.8004 -5.2140 0.3387
C 0.6153 -4.0326 1.0273
C 1.1554 -2.8847 0.4686
H 0.0685 -4.0101 1.9584
H 0.3931 -6.1295 0.7417
H 1.6183 -6.2067 -1.3690
H 2.5810 -4.1491 -2.3648
C 2.0747 0.5904 -0.1017
N 1.6367 1.1522 -1.3638
C 0.4072 1.7034 -1.5018
O -0.3164 1.9235 -0.5503
C 0.0312 2.0399 -2.9331
C -0.8203 3.3074 -3.0037
C -0.0056 4.5468 -2.6554
H 0.8311 4.6640 -3.3418
H -0.6258 5.4380 -2.7138
H 0.3847 4.4664 -1.6437
H -1.2347 3.4082 -4.0090
H -1.6474 3.2085 -2.2991
H 0.9306 2.1491 -3.5411
H -0.5413 1.1910 -3.3179
H 2.1186 0.8015 -2.1771
H 3.1401 0.8084 0.0281
H 1.5008 1.0804 0.6857
H 1.1435 -0.2514 2.4735
H 0.4337 -1.8437 2.7708
H -1.4656 -1.2738 1.2431
H -0.7691 0.3255 0.9773
H -0.9273 0.7385 3.4749
H -1.7660 -0.8060 3.6280
H -3.4717 0.1025 1.9341
H -3.4860 0.8234 3.5428
H -3.6655 2.5601 1.7820
H -2.1150 2.0654 1.1061
H -2.1885 2.7618 2.7229

=====

> Which value of calculated total energy does entry 4 give?

-22502.421 eV

=====

> Look up the 2S+1 of the third one.

3

=====

What did the second record say?
Molecular formula: C17H25FN6
Method: DFT, ωB97M-V/def2-TZVPD

* frontier orbital gap: 9.69 eV
* calculated total energy: -29691.803 eV
* F_max: 1.622 eV/Å
* E_HOMO: -9.0599 eV
* 2S+1: 1
* SMILES: CCC[C@@H](c1nnnn1Cc1ccc(F)cc1)N1CCN(C)CC1
* energy above the lowest of the compared OMol25 structures with the same formula, charge and spin: 0.0 kcal/mol

CARTESIAN COORDINATES (ANGSTROEM)
C -3.0275 -3.6695 0.0113
C -2.0665 -3.1344 -1.0438
C -2.0312 -1.6045 -1.1005
H -1.3460 -1.2892 -1.8907
H -3.0320 -1.2548 -1.3578
C -1.6017 -0.9415 0.2218
C -0.4359 -1.6755 0.7847
N -0.4487 -2.4637 1.8357
N 0.7770 -2.9564 1.9525
N 1.5378 -2.5183 1.0414
N 0.8179 -1.6968 0.2707
C 1.3664 -1.0006 -0.8675
C 2.7701 -0.5456 -0.5643
C 3.8209 -1.4540 -0.6076
C 5.1073 -1.0556 -0.2970
C 5.3277 0.2632 0.0576
C 4.3002 1.1866 0.1124
C 3.0185 0.7699 -0.1987
H 2.2034 1.4768 -0.1574
H 4.5076 2.2060 0.3967
F 6.5804 0.6619 0.3557
H 5.9322 -1.7492 -0.3235
H 3.6291 -2.4816 -0.8733
H 0.7061 -0.1529 -1.0687
H 1.3695 -1.6834 -1.7254
N -1.2378 0.4689 0.0457
C -2.3057 1.2547 -0.5565
C -1.8631 2.7040 -0.7237
N -1.5477 3.2778 0.5673
C -1.2331 4.6857 0.4776
H -1.0417 5.0705 1.4780
H -0.3515 4.8867 -0.1520
H -2.0878 5.2140 0.0581
C -0.4737 2.5150 1.1667
C -0.9025 1.0635 1.3354
H -1.7679 1.0272 2.0175
H -0.0855 0.4993 1.7911
H 0.4418 2.5603 0.5472
H -0.2441 2.9353 2.1483
H -0.9928 2.7401 -1.4063
H -2.6777 3.2760 -1.1738
H -3.2146 1.2285 0.0668
H -2.5386 0.8513 -1.5421
H -2.4211 -1.0446 0.9552
H -2.3737 -3.4953 -2.0287
H -1.0674 -3.5314 -0.8518
H -3.1182 -4.7489 -0.0814
H -4.0148 -3.2298 -0.1134
H -2.6636 -3.4457 1.0106